[1]
Molecular formula: C4H7NO2
Method: DFT, ωB97M-V/def2-TZVPD

Bonds (Å) are listed after each position.
CARTESIAN COORDINATES (ANGSTROEM)
1 C -1.90662 0.37117 0.72223  C4 1.502, O6 1.169
2 C 1.31501 0.35718 -0.65192  C3 1.545, N5 1.388, H8 1.193, H9 1.155
3 C 1.89618 0.58732 0.76078  C2 1.545, N5 1.502, H10 1.049, H11 1.090
4 C -2.28929 -0.50110 -0.43892  C1 1.502, H12 1.033, H13 1.157, H14 1.080
5 N 0.89630 -0.46843 0.38269  C2 1.388, C3 1.502, O7 1.258
6 O -0.81607 0.51814 1.11654  C1 1.169
7 O 0.94117 -1.71049 0.57651  N5 1.258
8 H 0.57297 1.15732 -1.13512  C2 1.193
9 H 1.98269 -0.01702 -1.51625  C2 1.155
10 H 2.86573 0.20674 0.88243  C3 1.049
11 H 1.70915 1.51339 1.30481  C3 1.090
12 H -2.18515 -1.48745 -0.15081  C4 1.033
13 H -3.40601 -0.27448 -0.64151  C4 1.157
14 H -1.57605 -0.25229 -1.21146  C4 1.080

Properties
* HOMO-LUMO gap (spin up / spin down): 8.00 / 8.32 eV
* HOMO energy (spin up / spin down): -7.78 / -8.17 eV

---

[2]
Molecular formula: C4H7NO2
Method: DFT, ωB97M-V/def2-TZVPD

Bonds (Å) are listed after each position.
CARTESIAN COORDINATES (ANGSTROEM)
1 C -0.94325 -1.09234 0.59673  C2 1.530, H8 1.094, H9 1.093, H10 1.095
2 C -0.39461 0.05840 -0.24848  C1 1.530, C3 1.524, C5 1.523, H11 1.101
3 C -1.17654 1.34397 -0.00795  C2 1.524, O4 1.205, H12 1.109
4 O -2.28690 1.36888 0.45983  C3 1.205
5 C 1.06556 0.32812 0.09007  C2 1.523, O6 1.219, N7 1.361
6 O 1.36861 0.92717 1.10738  C5 1.219
7 N 1.98716 -0.13621 -0.79708  C5 1.361, H13 1.007, H14 1.009
8 H -0.75891 -0.88628 1.65512  C1 1.094
9 H -2.02180 -1.18667 0.44983  C1 1.093
10 H -0.46160 -2.03964 0.33337  C1 1.095
11 H -0.50392 -0.17081 -1.31982  C2 1.101
12 H -0.66671 2.27708 -0.32376  C3 1.109
13 H 1.73358 -0.68443 -1.60222  N7 1.007
14 H 2.96388 -0.03535 -0.56613  N7 1.009

Properties
* HOMO-LUMO gap: 10.65 eV
* HOMO energy: -10.00 eV
* SMILES: C[C@@H](C=O)C(N)=O

---

[3]
Molecular formula: C4H7NO2
Method: DFT, ωB97M-V/def2-TZVPD

Bonds (Å) are listed after each position.
CARTESIAN COORDINATES (ANGSTROEM)
1 C -1.18579 -1.12335 -0.02469  C2 1.499, H8 1.095, H9 1.091, H10 1.094
2 C -0.41746 0.16420 -0.03234  C1 1.499, N3 1.276, C5 1.500
3 N -0.77215 1.22872 0.57487  C2 1.276, O4 1.389
4 O -1.97713 1.04766 1.24140  N3 1.389, H11 0.965
5 C 0.85183 0.26199 -0.82643  C2 1.500, C6 1.464, O7 1.418, H12 1.091
6 C 2.15937 0.19944 -0.17184  C5 1.464, O7 1.421, H13 1.089, H14 1.089
7 O 1.63657 -0.91860 -0.87562  C5 1.418, C6 1.421
8 H -2.14895 -0.99169 -0.52972  C1 1.095
9 H -0.61426 -1.91064 -0.51855  C1 1.091
10 H -1.40628 -1.42076 1.00489  C1 1.094
11 H -2.11892 1.90631 1.65927  O4 0.965
12 H 0.77422 0.78528 -1.78042  C5 1.091
13 H 3.02313 0.67669 -0.63221  C6 1.089
14 H 2.19581 0.09475 0.91139  C6 1.089

Properties
* HOMO-LUMO gap: 10.66 eV
* HOMO energy: -9.68 eV
* SMILES: C/C(=N\O)[C@H]1CO1

---

[4]
Molecular formula: C4H7NO2
Method: DFT, ωB97M-V/def2-TZVPD

Bonds (Å) are listed after each position.
CARTESIAN COORDINATES (ANGSTROEM)
1 O -0.00322 -0.45856 1.84241  C5 1.449, H8 0.968
2 C 0.60680 0.80263 -0.29386  C3 1.508, C7 1.428, H9 1.095
3 C 1.17897 -0.53887 -0.67700  C2 1.508, O4 1.426, H10 1.099, H11 1.096
4 O 0.44022 -1.58820 -0.05475  C3 1.426, C5 1.428
5 C -0.64376 -0.99185 0.65758  O1 1.449, O4 1.428, N6 1.372, H12 1.102
6 N -1.37831 -0.06926 -0.04325  C5 1.372, C7 1.516
7 C -0.72461 1.13792 -0.68651  C2 1.428, N6 1.516, H13 1.091, H14 1.099
8 H -0.66326 0.16568 2.17572  O1 0.968
9 H 1.21414 1.46530 0.33218  C2 1.095
10 H 1.09852 -0.63873 -1.76839  C3 1.099
11 H 2.23110 -0.62388 -0.38187  C3 1.096
12 H -1.33406 -1.80950 0.91934  C5 1.102
13 H -0.91515 1.07064 -1.75818  C7 1.091
14 H -1.10738 2.07668 -0.26341  C7 1.099

Properties
* HOMO-LUMO gap (spin up / spin down): 7.02 / 6.93 eV
* HOMO energy (spin up / spin down): -8.25 / -8.22 eV